84
Properties=species:S:1:pos:R:3:forces:R:3:mulliken_charge:R:1 method="wB97M-V/def2-TZVPD" total_charge=-1 fmax_ev_per_a=0.23 homo_lumo_gap_ev=6.535 e_above_lowest_kcal_mol=20.4
Ir 0.091 -1.312 -0.200 -0.1 -0.1 0.1 2.2486
Se 0.801 -1.605 -2.536 0.0 0.0 0.0 -0.3176
Se 0.177 1.110 -0.123 0.0 0.0 -0.1 -0.3426
S -2.123 -1.621 -1.005 0.1 0.1 -0.2 -0.8405
S -3.384 -0.640 2.076 0.0 0.0 0.0 -0.3951
P -3.688 -1.257 0.273 0.0 0.0 0.1 0.6864
O 4.205 3.625 0.214 0.0 0.0 0.0 -0.5023
O -0.305 -1.321 1.855 0.2 0.0 0.1 -0.5906
O -4.765 -0.369 -0.543 0.0 0.0 -0.1 -0.3131
O -0.062 -3.517 -0.027 0.0 -0.1 -0.2 -0.2270
O -4.450 -2.673 0.164 0.0 0.0 0.0 -0.4302
O 2.745 1.062 -2.130 0.0 0.1 0.0 -0.0451
O -1.382 2.192 -4.559 0.0 0.0 0.0 -0.5134
N 4.321 -0.696 4.860 -0.2 -0.1 0.0 -0.6291
N 2.020 -1.276 0.543 0.0 0.0 0.1 -0.3110
N 5.043 0.280 4.596 0.1 0.1 0.0 -0.5051
C -3.698 1.855 -0.282 0.0 0.0 0.0 -1.1457
C 0.536 1.328 -3.193 0.0 0.0 0.0 3.0012
C 1.976 -1.162 4.665 0.0 0.0 0.0 -0.4518
C 2.051 -1.228 1.911 0.1 0.0 0.0 0.1843
C 0.777 -1.277 3.961 0.0 0.0 0.0 -1.0437
C 4.453 -1.152 1.867 0.0 -0.1 0.0 -0.7616
C 0.031 -0.090 -3.481 0.0 0.0 -0.1 -1.4455
C -4.214 0.862 -2.547 0.0 0.0 0.0 -0.5932
C -4.620 0.960 -1.087 0.0 0.0 0.0 0.4967
C 3.258 -1.128 2.624 0.0 -0.1 0.0 0.4671
C 2.890 4.052 -0.123 0.0 0.0 0.0 -0.3229
C -5.847 -2.950 0.365 0.0 0.0 0.0 0.5038
C 3.472 1.678 3.241 0.0 0.1 0.0 -0.1330
C -6.491 -2.143 1.479 0.0 0.0 0.0 -1.2942
C 3.141 -1.238 -0.139 0.0 0.0 0.0 -0.2347
C 0.787 -4.504 0.532 0.0 0.0 0.1 -0.6484
C 3.261 2.515 2.158 0.0 0.0 0.0 -0.0888
C -0.051 1.912 -1.905 0.0 0.0 0.0 -1.7130
C 4.390 -1.207 0.507 0.0 0.0 0.0 -1.1612
C 4.326 2.853 1.327 0.0 0.0 0.0 0.7429
C 2.058 1.466 -3.303 0.0 0.0 0.0 -1.6206
C 5.608 2.403 1.631 0.0 0.0 0.0 -0.7264
C 4.738 1.172 3.509 0.1 0.2 0.0 -0.5038
C 5.810 1.582 2.726 0.0 0.0 0.0 -0.1546
C 3.193 -1.015 4.036 0.0 -0.1 0.0 0.1286
C 0.020 2.216 -4.355 0.0 0.0 0.0 -1.4357
C 0.768 -1.269 2.564 0.0 0.0 0.0 0.8244
C -6.593 -2.820 -0.954 0.0 0.0 0.0 -1.2155
H 0.266 3.261 -4.150 0.0 0.0 0.0 0.4567
H -1.124 2.020 -2.069 0.0 0.0 0.0 0.6428
H -1.043 -0.132 -3.291 0.0 0.0 0.0 -0.2936
H -3.208 0.456 -2.627 0.0 0.0 0.0 -0.3613
H 2.213 3.199 -0.208 0.0 0.0 0.0 -0.2886
H -6.659 -1.776 -1.254 0.0 0.0 0.0 0.1381
H -6.527 -1.084 1.226 0.0 0.0 0.0 0.2020
H 5.409 -1.122 2.375 0.0 0.0 0.0 0.5971
H 6.431 2.702 0.995 0.0 0.0 0.0 0.4088
H -4.046 1.958 0.744 0.0 0.0 0.0 0.3553
H -0.171 -1.344 4.478 0.0 0.0 0.0 0.5265
H -4.241 1.854 -3.004 0.0 0.0 0.0 0.4856
H -7.512 -2.505 1.625 0.0 0.0 0.0 0.4743
H 2.505 4.757 0.619 0.0 0.0 0.0 0.4139
H -2.681 1.458 -0.242 0.0 0.0 0.0 -0.0385
H 5.289 -1.211 -0.095 0.0 0.0 0.0 0.3959
H 6.803 1.224 2.971 0.0 0.0 0.0 0.4156
H -5.847 -4.003 0.659 0.0 0.0 0.0 0.3732
H 1.741 -4.023 0.740 0.0 0.0 0.0 0.1592
H 2.282 2.524 -3.508 0.0 0.0 0.0 0.5228
H 0.947 -5.321 -0.175 0.0 0.0 0.0 0.2915
H 3.040 -1.214 -1.216 0.0 0.0 0.0 0.3376
H -3.669 2.840 -0.755 0.0 0.0 0.0 0.4974
H -5.937 -2.248 2.409 0.0 0.0 0.0 0.3173
H 3.636 1.422 -2.163 0.0 0.0 0.0 0.2075
H 2.255 2.847 1.945 0.0 0.0 0.0 0.3945
H -5.637 1.361 -1.035 0.0 0.0 0.0 0.1690
H 2.977 4.556 -1.083 0.0 0.0 0.0 0.2511
H 0.377 -4.892 1.466 0.0 0.0 0.0 0.2855
H 0.350 2.922 -1.770 0.0 0.0 0.0 0.4044
H 0.543 1.921 -5.277 0.0 0.0 0.0 0.4194
H -0.990 -3.778 -0.104 0.0 0.0 0.0 0.1645
H 0.199 -0.317 -4.539 0.0 0.0 0.0 0.4385
H 2.398 0.880 -4.168 0.0 0.0 0.0 0.2528
H -6.072 -3.374 -1.735 0.0 0.0 0.0 0.2948
H -7.602 -3.226 -0.848 0.0 0.0 0.0 0.4541
H 1.959 -1.116 5.749 0.0 0.0 0.0 0.3725
H -4.895 0.202 -3.088 0.0 0.0 0.0 0.3718
H 2.626 1.395 3.854 0.0 0.0 0.0 0.4812
H -1.658 1.273 -4.641 0.0 0.0 0.0 0.3819